DFT (ωB97M-V/def2-TZVPD) results for a single C4H6O2 molecule at a distorted geometry.

Output
strongest force on any atom = 3.6 eV/A
E_HOMO = -8.6 eV
total charge = 0

Positions of all 12 atoms, in Å:
C: 0.51 -0.55 -0.88
C: 1.85 -0.21 -0.71
C: -1.31 0.72 0.10
C: -0.30 -0.11 0.29
O: -2.13 1.19 1.17
O: 0.10 -0.33 1.64
H: -0.10 -0.60 -1.86
H: 0.81 -1.70 -0.76
H: 2.46 -0.14 -1.73
H: -1.48 1.08 -0.91
H: -1.50 1.13 1.98
H: 1.07 -0.50 1.68

=====

DFT (ωB97M-V/def2-TZVPD) results for a single C4H6O2 molecule at a distorted geometry.

Output
strongest force on any atom = 2.5 eV/A
SMILES = CC(C=O)C=O
E_HOMO = -9.8 eV
total charge = 0

Positions of all 12 atoms, in Å:
C: -1.09 -0.45 -0.35
C: 0.42 0.00 -0.35
C: 0.68 1.47 -0.04
O: 1.56 2.10 -0.59
C: 0.57 -0.90 0.82
O: 0.37 -0.56 1.96
H: -1.29 -1.44 -0.80
H: -1.71 -0.23 0.52
H: -1.21 0.31 -1.09
H: 0.87 -0.27 -1.32
H: 0.06 1.91 0.76
H: 0.77 -1.93 0.48

=====

Number 1: E -306.2981 Ha, orbital gap 8.28 eV. Number 2: E -306.4209 Ha, orbital gap 10.50 eV.